Record 1
Entry from the OMol25 dataset: C25H31N2OPt as an isolated structure (ωB97M-V/def2-TZVPD).

Last column: Mulliken charge in e.
Geometry (Å):
C: 5.461494 -1.269050 -0.623154  0.54
C: 4.771951 -2.312927 0.204922  -0.91
C: 5.492552 -1.526272 -2.109517  -0.77
C: 5.205319 0.163883 -0.239362  -0.86
H: 6.477457 -1.399068 -2.587026  0.29
H: 4.833355 -0.751722 -2.557819  0.02
H: 5.060314 -2.515508 -2.337692  0.25
H: 5.332252 -2.679094 1.069222  0.35
H: 4.505957 -3.163851 -0.436438  0.26
H: 3.847484 -1.852151 0.593535  0.14
H: 5.991251 0.658745 0.331177  0.32
H: 4.282192 0.179676 0.365392  0.20
H: 5.031762 0.750560 -1.154923  0.21
C: -0.402935 -2.284872 -1.838925  -0.15
C: 0.660017 -2.599012 -2.845490  -1.25
C: 1.815072 -3.058857 -2.097636  -0.39
H: 0.542471 -2.525563 -3.920629  0.59
C: 1.395759 -3.323297 -0.754684  -0.84
C: 0.072281 -2.854412 -0.584424  -0.26
H: -0.557236 -3.000397 0.275394  0.34
H: -1.381819 -1.915578 -2.087262  0.69
H: 2.771963 -3.353723 -2.535044  0.50
H: 1.953115 -3.888188 -0.019233  0.52
C: 0.693603 1.747307 -0.784998  -0.14
C: 0.008379 1.064426 -1.859696  -0.13
C: 1.019063 1.007593 -2.990298  -1.34
H: -1.054126 0.888420 -1.992826  0.74
C: 2.308898 1.300661 -2.378088  -0.58
C: 2.056566 1.890138 -1.103737  -0.90
H: 2.772693 2.472401 -0.533965  0.52
H: 0.178030 2.175212 0.064584  0.36
H: 0.794425 0.798180 -4.037421  0.62
H: 3.269731 1.276297 -2.900140  0.55
Pt: 0.840120 -0.733686 -2.032044  0.70
C: -5.070033 1.082361 2.270390  -0.84
N: -4.048057 0.169732 1.789291  0.21
N: -2.772181 0.568983 1.712575  0.47
C: -2.017101 -0.395809 1.027130  0.56
O: -0.814880 -0.264752 0.779144  -0.50
C: -2.972387 -1.432578 0.753337  -0.30
C: -4.191093 -1.044207 1.217250  0.33
C: -5.493979 -1.745238 1.133168  -1.70
C: -2.399447 1.926827 1.967662  -0.42
C: -2.136992 2.303047 3.283257  -0.21
C: -1.798963 3.625415 3.553351  -0.72
C: -1.749179 4.558836 2.508621  -0.40
C: -2.067825 4.178481 1.201046  -0.71
C: -2.365872 2.846738 0.916640  0.16
H: -4.879661 1.373096 3.310809  0.34
H: -6.035024 0.574801 2.207072  0.39
H: -5.103446 1.994362 1.653979  0.33
H: -2.736296 -2.328816 0.194038  0.47
H: -5.885746 -2.020638 2.124546  0.37
H: -6.254340 -1.153996 0.599949  0.40
H: -5.337663 -2.675390 0.569020  0.37
H: -2.207632 1.545945 4.065204  0.52
H: -1.580015 3.920929 4.580814  0.42
H: -1.466122 5.599471 2.721852  0.41
H: -2.082166 4.916011 0.393736  0.42
H: -2.583315 2.510120 -0.095636  0.47

Atomic forces in eV per Å
C -0.5 0.0 -0.5
C -0.1 0.2 -0.1
C -0.3 0.3 0.1
C -0.2 -0.2 -0.1
H -0.2 -0.2 0.2
H 0.2 -0.5 -0.2
H 0.5 0.4 -0.1
H 0.1 0.0 0.0
H 0.1 0.0 0.4
H 0.1 -0.4 0.0
H 0.1 -0.1 0.1
H 0.3 0.3 -0.1
H 0.1 0.0 0.4
C 0.0 -2.8 -0.6
C -0.7 -0.2 0.2
C -0.8 -1.0 0.3
H 0.1 -0.3 0.2
C -0.3 0.3 -0.8
C 0.1 0.1 -1.0
H 0.2 0.2 0.3
H -0.5 -0.6 0.1
H -0.4 0.2 0.2
H 0.1 0.3 0.0
C -0.2 -0.1 -0.4
C 0.1 2.8 -1.6
C -0.8 0.3 0.2
H 0.0 0.8 0.1
C -0.5 1.4 0.1
C 0.1 -0.3 -0.7
H 0.0 -0.4 0.1
H 0.3 -0.3 0.1
H 0.2 0.6 0.3
H -0.5 0.0 0.2
Pt 3.5 -1.1 2.9
C -0.5 0.2 0.2
N 0.1 0.7 0.1
N 0.3 0.7 -0.2
C 0.4 0.1 -0.1
O -0.9 -0.1 0.5
C 0.6 -0.7 -0.6
C -0.3 -0.3 -0.1
C -0.4 -0.5 -0.1
C 0.1 0.6 0.3
C 0.0 -0.1 -0.2
C 0.0 0.1 -0.1
C -0.1 0.1 0.2
C 0.1 0.0 0.0
C -0.1 -0.2 0.3
H 0.0 -0.2 -0.3
H 0.2 0.1 0.0
H 0.1 -0.4 0.1
H -0.1 0.1 0.2
H 0.1 0.2 -0.3
H 0.3 -0.1 0.2
H -0.1 0.3 0.2
H 0.1 0.3 -0.1
H 0.0 0.0 -0.4
H -0.2 -0.6 -0.1
H 0.1 -0.3 0.3
H 0.0 0.1 0.1

Calculated values
Charge: +1
Kohn-Sham gap (alpha / beta), eV: 6.1 / 3.4
F_max, eV Å⁻¹: 4.676
Highest occupied orbital energy (alpha / beta), eV: -8.59 / -10.12
2S+1: 5
LUMO energy (alpha / beta), eV: -2.5 / -6.7

=====

Record 2
Entry from the OMol25 dataset: C25H31N3O2PZn as an isolated structure (ωB97M-V/def2-TZVPD).

Last column: Mulliken charge in e.
Geometry (Å):
Zn: 0.423749 -1.319971 -0.454906  -0.72
O: 0.423749 -1.319971 1.363894  -0.36
H: 1.081149 -1.745271 1.970094  0.14
H: -0.233651 -0.894671 1.970094  -0.08
C: 4.285549 0.789829 -3.410406  -0.81
C: 2.942149 1.248229 -2.882506  -0.67
N: 2.328849 0.171229 -2.155006  -0.23
C: 2.993049 -0.668771 -1.320206  0.89
N: 2.291849 -1.319971 -0.454906  -0.13
C: 3.004749 -2.225071 0.446594  -0.72
C: 4.279949 -2.769071 -0.170306  -0.78
C: 5.131749 -1.598471 -0.621806  -0.68
N: 4.349649 -0.757171 -1.516006  0.14
C: 5.097449 0.261529 -2.242006  -0.60
H: 4.809749 1.615929 -3.902106  0.41
H: 4.144649 -0.004271 -4.154506  0.32
H: 2.294749 1.548529 -3.712806  0.38
H: 3.059949 2.117429 -2.225406  0.37
H: 1.359649 0.291629 -1.884806  0.31
H: 2.342849 -3.061771 0.694994  0.43
H: 3.220949 -1.699371 1.384194  0.35
H: 4.034949 -3.407571 -1.028406  0.29
H: 4.824349 -3.383371 0.554494  0.40
H: 6.024849 -1.975871 -1.132606  0.40
H: 5.465049 -1.010171 0.241794  0.30
H: 6.039049 -0.152571 -2.621206  0.33
H: 5.353249 1.079529 -1.557206  0.29
O: -1.380251 -1.319971 -0.454906  -0.70
P: -2.081451 -0.213771 0.316194  1.51
C: -3.878151 -0.383171 0.202694  0.41
C: -4.432651 -0.919871 -0.969906  -0.43
C: -5.814451 -1.050671 -1.109006  -0.72
C: -6.658551 -0.647671 -0.077006  -0.40
C: -6.122451 -0.114571 1.093994  -0.75
C: -4.739751 0.018729 1.233894  -0.37
C: -1.700051 1.414329 -0.362406  -0.07
C: -2.402351 2.564129 0.030094  -0.07
C: -2.086951 3.809529 -0.516006  -0.82
C: -1.070251 3.919429 -1.462606  -0.50
C: -0.367051 2.785829 -1.864106  -0.98
C: -0.679451 1.541029 -1.316806  -0.75
C: -1.613251 -0.268171 2.056494  0.36
C: -0.909551 0.767129 2.687294  -0.28
C: -0.569751 0.674329 4.039194  -0.73
C: -0.919151 -0.457071 4.773294  -0.41
C: -1.600251 -1.502871 4.156294  -0.81
C: -1.939151 -1.411471 2.805894  -0.23
H: -3.777051 -1.239571 -1.778706  0.37
H: -6.230451 -1.467971 -2.022606  0.40
H: -7.735351 -0.750571 -0.184806  0.40
H: -6.783151 0.197129 1.899194  0.40
H: -4.343451 0.439629 2.155094  0.38
H: -3.200551 2.499429 0.765094  0.35
H: -2.637551 4.694429 -0.206506  0.41
H: -0.828551 4.888629 -1.891406  0.41
H: 0.422349 2.868729 -2.606906  0.29
H: -0.128951 0.658429 -1.640006  1.58
H: -0.603851 1.651929 2.134994  0.45
H: -0.022051 1.482929 4.517194  0.45
H: -0.648151 -0.529371 5.823594  0.44
H: -1.859751 -2.393871 4.722394  0.44
H: -2.456351 -2.241571 2.326694  0.50
H: 0.423749 0.226029 -0.454906  0.49

Atomic forces in eV per Å
Zn 1.4 0.3 -2.0
O 2.4 -2.1 5.3
H -0.7 0.4 -0.8
H 1.3 -0.7 -0.7
C 0.0 0.1 -0.1
C 0.3 0.4 -0.4
N -0.4 -0.4 -0.3
C 1.1 1.3 -1.6
N 2.1 -2.4 0.1
C 0.0 -0.3 0.0
C 0.1 -0.1 0.2
C 0.0 -0.3 0.1
N -0.2 -0.4 0.5
C 0.0 0.3 -0.3
H -0.1 -0.1 0.1
H 0.0 0.1 0.2
H 0.0 -0.1 0.2
H 0.1 0.1 -0.1
H 0.5 0.1 0.3
H 0.1 0.1 0.0
H 0.2 0.0 0.0
H 0.0 0.1 0.1
H 0.0 0.1 -0.1
H -0.2 0.3 -0.1
H 0.1 -0.1 0.0
H -0.2 -0.2 0.3
H 0.1 0.0 -0.1
O -3.7 -0.9 -0.5
P -0.4 0.7 -0.9
C -0.4 -0.3 0.2
C 0.1 0.0 0.0
C 0.2 0.1 0.1
C 0.2 0.0 0.1
C 0.2 0.0 -0.1
C -0.1 0.0 -0.1
C 0.0 0.5 -0.1
C 0.2 -0.2 -0.1
C 0.0 -0.1 0.0
C 0.1 -0.1 0.2
C -0.3 0.1 0.2
C -0.9 1.0 -1.6
C -1.9 1.0 1.1
C -0.3 0.5 0.4
C 0.0 -0.2 -0.1
C 0.1 0.1 -0.1
C -0.1 0.0 -0.4
C -0.7 0.0 0.5
H -0.1 0.0 0.2
H 0.1 0.1 0.2
H 0.2 0.0 0.0
H 0.2 0.0 -0.1
H 0.0 -0.1 -0.1
H 0.0 0.0 -0.1
H 0.1 -0.2 0.0
H -0.1 -0.1 0.1
H -0.2 0.0 0.1
H -1.5 1.1 -0.3
H -0.1 -0.2 -0.1
H -0.1 -0.1 -0.1
H -0.1 0.0 -0.2
H 0.0 0.2 -0.1
H 0.1 0.2 0.1
H 1.1 0.5 1.0

Calculated values
Charge: +1
Kohn-Sham gap, eV: 6.8
F_max, eV Å⁻¹: 6.182
Highest occupied orbital energy, eV: -9.18
2S+1: 1
LUMO energy, eV: -2.4

=====

Record 3
Entry from the OMol25 dataset: one molecule with the formula C25H31N3O5 (ωB97M-V/def2-TZVPD).

Last column: Mulliken charge in e.
Geometry (Å):
C: 6.397587 1.161641 2.634981  -1.11
C: 4.993784 1.185930 3.239701  -0.66
C: 4.133468 0.086774 2.653799  0.40
O: 3.709611 -0.822166 3.334970  -0.60
C: 3.855059 0.143888 1.199899  0.56
C: 3.556026 -1.051594 0.548315  -0.54
C: 3.247984 -1.085086 -0.796622  -0.01
C: 3.231521 0.098396 -1.533969  0.49
O: 2.969185 0.210278 -2.857518  -0.47
C: 2.359263 -0.832024 -3.589862  -0.54
C: 0.821871 -0.718082 -3.578446  0.65
O: 0.189871 -0.728699 -4.611705  -0.66
N: 0.294399 -0.607010 -2.339936  0.25
C: -1.030573 -0.271956 -2.007186  -0.61
C: -1.865694 0.417900 -2.874432  -0.92
C: -3.119772 0.821581 -2.471927  -0.93
C: -3.578972 0.573926 -1.173541  0.82
N: -4.862339 0.961770 -0.812222  -0.08
C: -5.337513 2.288026 -1.159668  -0.71
C: -5.011668 3.273819 -0.027223  -0.57
O: -5.569357 2.857886 1.199600  -0.43
C: -5.111692 1.571553 1.557871  -0.36
C: -5.441388 0.559550 0.452979  -0.96
C: -2.741105 -0.148187 -0.318494  0.82
C: -1.490210 -0.591007 -0.722188  -0.71
N: -0.628350 -1.350381 0.112349  0.63
C: -0.603139 -2.766089 -0.246283  -0.71
C: 0.514450 -3.463227 0.530707  -0.14
O: 0.355073 -3.302095 1.918231  -0.46
C: 0.329463 -1.934487 2.259024  -0.54
C: -0.819825 -1.217908 1.547289  -0.78
C: 3.541101 1.300524 -0.886794  -0.93
C: 3.848383 1.323871 0.453449  -0.45
H: 7.008814 1.943230 3.079928  0.35
H: 6.362582 1.316288 1.559118  0.34
H: 6.872315 0.202537 2.828858  0.32
H: 4.524755 2.154537 3.058511  0.32
H: 5.051571 1.027711 4.317908  0.37
H: 3.584432 -1.966537 1.122578  0.46
H: 3.041088 -2.037030 -1.263543  0.21
H: 2.669544 -1.826677 -3.253531  0.22
H: 2.684405 -0.698549 -4.624838  0.34
H: 0.884212 -0.732656 -1.525142  0.03
H: -1.526587 0.630410 -3.874415  0.50
H: -3.752917 1.325805 -3.183896  0.46
H: -4.880134 2.635786 -2.082754  0.35
H: -6.423109 2.238185 -1.294744  0.33
H: -5.435265 4.257991 -0.233209  0.39
H: -3.917003 3.360340 0.068622  0.30
H: -5.619150 1.317514 2.489937  0.37
H: -4.024178 1.599212 1.729418  0.30
H: -5.114592 -0.443582 0.721626  0.47
H: -6.528769 0.540075 0.316659  0.39
H: -3.064151 -0.378544 0.682527  0.33
H: -0.437558 -2.869413 -1.319890  0.47
H: -1.563777 -3.245880 0.005147  0.29
H: 0.496979 -4.538121 0.340897  0.39
H: 1.485872 -3.052651 0.220887  -0.14
H: 0.198303 -1.892481 3.340827  0.48
H: 1.283774 -1.458835 1.994209  -0.02
H: -0.817313 -0.158062 1.808164  0.47
H: -1.764425 -1.676455 1.883381  0.35
H: 3.526622 2.206429 -1.471800  0.45
H: 4.057159 2.272111 0.923414  0.35

Atomic forces in eV per Å
C -0.1 0.1 0.0
C 0.1 -0.1 0.1
C 0.1 0.3 0.3
O 0.0 -0.1 0.0
C -0.2 -0.4 -0.4
C 0.1 0.3 0.2
C 0.0 0.0 -0.5
C 0.2 0.2 0.4
O 0.1 0.2 0.1
C -0.2 -0.2 -0.3
C 0.6 -0.1 0.1
O -0.1 0.0 -0.2
N 0.0 0.0 0.4
C -0.3 0.0 0.1
C 0.1 0.0 0.0
C 0.0 0.0 0.2
C 0.3 -0.2 -0.2
N -0.4 -0.1 0.0
C 0.1 0.4 0.2
C 0.0 0.0 -0.4
O -0.1 0.0 0.1
C 0.0 -0.4 0.0
C 0.1 0.2 0.3
C -0.1 0.0 0.1
C 0.1 0.1 -0.4
N 0.0 0.1 0.0
C 0.2 -0.3 0.1
C -0.2 -0.1 -0.3
O 0.0 -0.2 0.1
C -0.2 0.4 0.1
C 0.3 -0.1 0.2
C -0.1 -0.1 -0.3
C 0.0 -0.2 0.1
H 0.1 0.0 0.0
H 0.1 0.0 -0.1
H 0.1 -0.1 0.0
H 0.0 0.0 0.0
H -0.1 0.0 -0.1
H 0.0 -0.1 0.0
H 0.0 0.0 0.0
H 0.0 0.1 0.0
H -0.1 -0.1 0.2
H 0.0 0.0 -0.1
H 0.0 0.0 -0.1
H -0.1 0.0 -0.1
H -0.1 0.0 0.0
H 0.1 0.1 -0.1
H 0.1 0.0 0.0
H -0.1 0.0 0.0
H 0.1 0.0 0.0
H -0.1 0.0 0.0
H 0.0 0.0 0.0
H 0.1 0.0 0.1
H 0.0 0.0 0.1
H 0.0 0.0 0.0
H 0.0 0.0 -0.1
H 0.0 0.1 -0.1
H -0.1 0.0 0.0
H 0.0 0.1 -0.1
H -0.1 0.0 0.1
H 0.0 0.0 0.0
H 0.0 0.1 0.0
H 0.0 0.1 -0.1
H 0.1 0.1 0.0

Calculated values
Charge: 0
Kohn-Sham gap, eV: 7.7
F_max, eV Å⁻¹: 0.610
Highest occupied orbital energy, eV: -7.38
2S+1: 1
LUMO energy, eV: 0.4
SMILES: CCC(=O)c1ccc(OCC(=O)Nc2ccc(N3CCOCC3)cc2N2CCOCC2)cc1

=====

no.,E_tot (eV)
1,-34687.312
2,-92692.774
3,-41135.389